The following is a DFT calculation (ωB97M-V/def2-TZVPD) of a cluster of 13 separate species, C32H80Cl8F6O24PS8 in total in a non-equilibrium geometry.

Computed properties:
* molar mass: 1534.09 g mol⁻¹
* net charge: -1
* DFT total energy: -10880.75537 Eh

Bonds (Å) are listed after each position.
Geometry (Å):
1 P 0.7390 0.8062 0.6896  F2 1.656, F3 1.648, F4 1.599, F5 1.629, F6 1.618, F7 1.659
2 F 0.1366 1.7437 -0.5358  P1 1.656
3 F 0.2933 2.0173 1.7139  P1 1.648
4 F -0.6915 0.1337 0.9318  P1 1.599
5 F 1.3750 -0.1214 1.8675  P1 1.629
6 F 1.0297 -0.3043 -0.4501  P1 1.618
7 F 2.2510 1.4754 0.5572  P1 1.659
8 Cl 7.3910 -0.1709 -0.3328  C9 1.749
9 C 5.7251 0.1658 -0.7460  Cl8 1.749, C10 1.486, H12 1.090, H13 1.090
10 C 4.8001 -0.6423 0.0898  C9 1.486, Cl11 1.812, H14 1.090, H15 1.090
11 Cl 5.0530 -0.1396 1.8118  C10 1.812
12 H 5.5630 -0.1589 -1.7738  C9 1.090
13 H 5.5059 1.2297 -0.6562  C9 1.090
14 H 4.9195 -1.7255 0.1091  C10 1.090
15 H 3.7479 -0.4674 -0.1351  C10 1.090
16 Cl 3.4711 -4.3669 2.5101  C17 1.766
17 C 3.1886 -3.2250 3.8277  Cl16 1.766, C18 1.527, H20 1.090, H21 1.090
18 C 2.7906 -4.0553 5.0455  C17 1.527, Cl19 1.757, H22 1.090, H23 1.090
19 Cl 4.0100 -5.1477 5.6818  C18 1.757
20 H 2.3684 -2.6063 3.4636  C17 1.090
21 H 4.0440 -2.5896 4.0571  C17 1.090
22 H 1.8186 -4.5242 4.8922  C18 1.090
23 H 2.5755 -3.3486 5.8470  C18 1.090
24 Cl -4.0219 0.2686 1.5049  C25 1.822
25 C -5.4014 -0.6132 0.7059  Cl24 1.822, C26 1.580, H28 1.090, H29 1.090
26 C -5.8968 0.3141 -0.4739  C25 1.580, Cl27 1.840, H30 1.090, H31 1.090
27 Cl -6.7707 1.7233 0.3235  C26 1.840
28 H -6.1408 -0.7227 1.4994  C25 1.090
29 H -5.0325 -1.6069 0.4517  C25 1.090
30 H -6.5923 -0.1989 -1.1381  C26 1.090
31 H -5.1018 0.7421 -1.0845  C26 1.090
32 Cl 2.3961 -1.7842 -7.0844  C33 1.788
33 C 3.8835 -1.4131 -6.1650  Cl32 1.788, C34 1.539, H36 1.090, H37 1.090
34 C 3.7318 -0.2065 -5.2223  C33 1.539, Cl35 1.773, H38 1.090, H39 1.090
35 Cl 5.2549 0.1129 -4.3734  C34 1.773
36 H 4.7250 -1.3026 -6.8490  C33 1.090
37 H 4.1428 -2.2734 -5.5480  C33 1.090
38 H 3.0582 -0.5233 -4.4260  C34 1.090
39 H 3.4073 0.7104 -5.7143  C34 1.090
40 O -2.9986 5.7593 -1.6632  S41 1.441
41 S -3.6168 4.6844 -0.9293  O40 1.441, O42 1.467, O43 1.682, C46 1.890
42 O -4.2491 4.9065 0.3757  S41 1.467
43 O -4.7764 4.0190 -1.9494  S41 1.682, C44 1.422
44 C -4.3761 3.6675 -3.2681  O43 1.422, C45 1.545, H47 1.090, H48 1.090
45 C -5.6825 3.6747 -4.0940  C44 1.545, H49 1.090, H50 1.090, H51 1.090
46 C -2.4055 3.2341 -0.9644  S41 1.890, H52 1.090, H53 1.090, H54 1.090
47 H -3.8206 2.7301 -3.2405  C44 1.090
48 H -3.7743 4.3679 -3.8472  C44 1.090
49 H -6.5178 3.1952 -3.5838  C45 1.090
50 H -5.4828 3.1611 -5.0344  C45 1.090
51 H -5.9897 4.6951 -4.3234  C45 1.090
52 H -2.9659 2.3718 -0.6031  C46 1.090
53 H -1.5745 3.5792 -0.3492  C46 1.090
54 H -2.0443 2.9915 -1.9637  C46 1.090
55 O -0.4426 -4.9924 -2.3510  S56 1.459
56 S -1.6472 -4.5324 -3.0335  O55 1.459, O57 1.432, O58 1.636, C61 1.772
57 O -2.8150 -5.3301 -3.2557  S56 1.432
58 O -2.1606 -3.0812 -2.4790  S56 1.636, C59 1.358
59 C -1.2771 -2.1113 -2.1289  O58 1.358, C60 1.574, H62 1.090, H63 1.090
60 C -2.0341 -0.7488 -1.9130  C59 1.574, H64 1.090, H65 1.090, H66 1.090
61 C -1.1389 -4.0605 -4.6645  S56 1.772, H67 1.090, H68 1.090, H69 1.090
62 H -0.4666 -1.9342 -2.8359  C59 1.090
63 H -0.7126 -2.3782 -1.2355  C59 1.090
64 H -2.7667 -0.7938 -1.1072  C60 1.090
65 H -2.5308 -0.3673 -2.8052  C60 1.090
66 H -1.3849 0.0711 -1.6057  C60 1.090
67 H -0.2273 -4.5598 -4.9928  C61 1.090
68 H -1.2025 -2.9747 -4.7358  C61 1.090
69 H -1.9921 -4.3618 -5.2723  C61 1.090
70 O 4.4770 5.7864 3.1500  S71 1.517
71 S 3.3226 4.9145 3.6063  O70 1.517, O72 1.462, O73 1.689, C76 1.893
72 O 2.9958 4.7978 5.0265  S71 1.462
73 O 1.9410 5.4967 2.8284  S71 1.689, C74 1.470
74 C 2.0105 5.9006 1.4168  O73 1.470, C75 1.591, H77 1.090, H78 1.090
75 C 0.8093 5.4089 0.4967  C74 1.591, H79 1.090, H80 1.090, H81 1.090
76 C 3.4907 3.1905 2.8434  S71 1.893, H82 1.090, H83 1.090, H84 1.090
77 H 2.9504 5.8544 0.8668  C74 1.090
78 H 1.8987 6.9796 1.5230  C74 1.090
79 H 0.6292 6.0578 -0.3604  C75 1.090
80 H -0.1174 5.5229 1.0591  C75 1.090
81 H 0.9437 4.3405 0.3274  C75 1.090
82 H 3.7873 3.4215 1.8203  C76 1.090
83 H 2.5265 2.6859 2.9051  C76 1.090
84 H 4.2067 2.7114 3.5111  C76 1.090
85 O 2.8667 4.1698 -4.0543  S86 1.473
86 S 1.8847 3.3280 -3.3501  O85 1.473, O87 1.452, O88 1.695, C91 1.844
87 O 0.7369 3.9009 -2.6709  S86 1.452
88 O 1.3943 2.0807 -4.3880  S86 1.695, C89 1.412
89 C 0.3676 1.2039 -3.9748  O88 1.412, C90 1.559, H92 1.090, H93 1.090
90 C 0.1007 0.0611 -5.0004  C89 1.559, H94 1.090, H95 1.090, H96 1.090
91 C 2.7553 2.2803 -2.1072  S86 1.844, H97 1.090, H98 1.090, H99 1.090
92 H -0.5495 1.7642 -3.7924  C89 1.090
93 H 0.5600 0.7000 -3.0276  C89 1.090
94 H -0.7318 -0.5415 -4.6372  C90 1.090
95 H 0.9449 -0.6263 -4.9465  C90 1.090
96 H 0.0665 0.3904 -6.0388  C90 1.090
97 H 2.0737 1.4691 -1.8511  C91 1.090
98 H 2.9531 2.7975 -1.1683  C91 1.090
99 H 3.6004 1.7718 -2.5713  C91 1.090
100 O 3.5891 -2.2478 -2.5750  S101 1.462
101 S 2.8233 -3.4741 -2.7914  O100 1.462, O102 1.448, O103 1.670, C106 1.838
102 O 1.6573 -3.4845 -3.6494  S101 1.448
103 O 3.8939 -4.6400 -3.3233  S101 1.670, C104 1.464
104 C 5.1845 -4.7168 -2.6362  O103 1.464, C105 1.542, H107 1.090, H108 1.090
105 C 6.2994 -3.8545 -3.2626  C104 1.542, H109 1.090, H110 1.090, H111 1.090
106 C 2.4983 -4.2101 -1.1391  S101 1.838, H112 1.090, H113 1.090, H114 1.090
107 H 5.5108 -5.7478 -2.7728  C104 1.090
108 H 5.1393 -4.5574 -1.5589  C104 1.090
109 H 6.1913 -3.7030 -4.3366  C105 1.090
110 H 7.3157 -4.1989 -3.0709  C105 1.090
111 H 6.3092 -2.8541 -2.8301  C105 1.090
112 H 3.3415 -4.4805 -0.5034  C106 1.090
113 H 1.9605 -5.1392 -1.3277  C106 1.090
114 H 1.8446 -3.4425 -0.7248  C106 1.090
115 O -2.3117 5.0743 5.1524  S116 1.465
116 S -2.9172 3.9009 4.5176  O115 1.465, O117 1.480, O118 1.682, C121 1.888
117 O -2.9838 2.5662 5.1534  S116 1.480
118 O -4.5078 4.3275 4.1769  S116 1.682, C119 1.439
119 C -5.4024 3.3001 3.7136  O118 1.439, C120 1.518, H122 1.090, H123 1.090
120 C -6.7310 3.9893 3.4610  C119 1.518, H124 1.090, H125 1.090, H126 1.090
121 C -2.1558 3.6359 2.8098  S116 1.888, H127 1.090, H128 1.090, H129 1.090
122 H -5.6150 2.5293 4.4545  C119 1.090
123 H -5.2516 2.7506 2.7844  C119 1.090
124 H -6.7359 4.7116 2.6447  C120 1.090
125 H -6.9820 4.4946 4.3937  C120 1.090
126 H -7.4609 3.2118 3.2353  C120 1.090
127 H -2.2853 4.5178 2.1825  C121 1.090
128 H -2.6715 2.7761 2.3819  C121 1.090
129 H -1.1212 3.4071 3.0653  C121 1.090
130 O -3.3708 -3.3304 0.1950  S131 1.497
131 S -2.7330 -3.5742 1.5270  O130 1.497, O132 1.467, O133 1.702, C136 1.927
132 O -3.2534 -2.9208 2.7332  S131 1.467
133 O -2.8430 -5.2533 1.7798  S131 1.702, C134 1.429
134 C -2.4662 -6.0728 0.6719  O133 1.429, C135 1.573, H137 1.090, H138 1.090
135 C -3.8428 -6.4224 -0.0050  C134 1.573, H139 1.090, H140 1.090, H141 1.090
136 C -0.8174 -3.3842 1.4317  S131 1.927, H142 1.090, H143 1.090, H144 1.090
137 H -2.0447 -6.9930 1.0764  C134 1.090
138 H -1.8892 -5.5562 -0.0951  C134 1.090
139 H -3.6459 -7.1558 -0.7870  C135 1.090
140 H -4.3865 -5.5672 -0.4064  C135 1.090
141 H -4.5085 -6.9394 0.6862  C135 1.090
142 H -0.5012 -4.1199 0.6922  C136 1.090
143 H -0.3242 -3.5745 2.3849  C136 1.090
144 H -0.6038 -2.3585 1.1310  C136 1.090
145 O -0.4467 -2.7629 4.6842  S146 1.465
146 S -0.4221 -1.3848 5.1817  O145 1.465, O147 1.457, O148 1.667, C151 1.921
147 O -0.8900 -1.2340 6.5537  S146 1.457
148 O 1.1255 -0.7981 4.9860  S146 1.667, C149 1.477
149 C 1.4092 0.5725 5.4579  O148 1.477, C150 1.580, H152 1.090, H153 1.090
150 C 2.9489 0.6124 5.8086  C149 1.580, H154 1.090, H155 1.090, H156 1.090
151 C -1.4208 -0.1545 4.0965  S146 1.921, H157 1.090, H158 1.090, H159 1.090
152 H 0.7100 0.6428 6.2911  C149 1.090
153 H 1.0641 1.2702 4.6949  C149 1.090
154 H 3.5905 0.3132 4.9799  C150 1.090
155 H 3.2195 0.0048 6.6721  C150 1.090
156 H 3.2504 1.6365 6.0289  C150 1.090
157 H -2.2263 -0.7332 3.6444  C151 1.090
158 H -0.9173 0.1614 3.1828  C151 1.090
159 H -1.7582 0.7296 4.6376  C151 1.090